[1]
DFT (ωB97M-V with the def2-TZVPD basis set) results for C36H81F6MnN7O8P as an isolated structure.

The geometry in ORCA input format:
```
! wB97M-V def2-TZVPD RIJCOSX def2/J DEFGRID3
* xyz 1 6
Mn 7.71628 -0.49279 -12.98641
P 6.78096 -3.07362 -11.39011
F 5.39772 -3.53167 -10.76482
F 7.60172 -4.27403 -10.75589
F 6.56327 -3.96992 -12.70661
F 8.16950 -2.40797 -12.07936
F 6.04257 -1.81798 -12.17651
F 7.05192 -2.10876 -10.12779
C 6.37832 -4.33385 -16.94208
C 7.37118 -3.44654 -17.68733
C 8.59482 -3.09212 -16.83782
C 8.24298 -2.30075 -15.67103
N 7.93135 -1.67816 -14.76028
H 5.68041 -4.78101 -17.65011
H 5.77842 -3.75410 -16.23920
H 6.89575 -5.13956 -16.42095
H 6.88926 -2.51868 -18.00902
H 7.72869 -3.90554 -18.60885
H 9.32262 -2.47872 -17.38210
H 9.15603 -3.97986 -16.53386
C 10.77412 -3.56583 -9.32170
C 10.02315 -2.98245 -8.12428
C 8.75104 -3.76274 -7.78023
C 9.09186 -5.14304 -7.41684
N 9.37605 -6.21768 -7.13021
H 11.68605 -2.98115 -9.47261
H 10.17848 -3.47873 -10.23257
H 11.07429 -4.59534 -9.13720
H 9.77750 -1.93541 -8.32045
H 10.68370 -2.97732 -7.25442
H 8.08677 -3.80144 -8.64026
H 8.18932 -3.36220 -6.93444
C 5.51612 -5.39315 -6.49416
C 5.60378 -5.32561 -8.00194
C 4.29416 -5.71605 -8.70466
C 3.16133 -4.84902 -8.38830
N 2.27242 -4.15248 -8.17692
H 4.67253 -4.84431 -6.07151
H 6.41941 -4.98008 -6.03906
H 5.43285 -6.42104 -6.13869
H 6.37517 -6.00383 -8.37443
H 5.86683 -4.35713 -8.43034
H 4.03841 -6.76416 -8.53870
H 4.41389 -5.62009 -9.78752
C 10.07878 -4.92296 -13.45947
O 9.92328 -5.33312 -14.79600
C 10.48471 -6.60640 -15.05556
C 10.52014 -6.79893 -16.55431
N 11.00964 -8.12993 -16.87822
C 11.20415 -8.32922 -18.30840
C 11.69273 -9.74479 -18.54977
O 11.91879 -9.91848 -19.93138
C 12.27543 -11.24250 -20.26039
H 11.13079 -4.91332 -13.14785
H 9.54247 -5.58375 -12.76799
H 9.66153 -3.92621 -13.32851
H 9.89678 -7.39690 -14.57106
H 11.50157 -6.67107 -14.65312
H 11.20855 -6.07362 -16.99599
H 9.52391 -6.60566 -16.98743
H 10.37072 -8.81964 -16.50029
H 11.89519 -7.57171 -18.67958
H 10.26572 -8.19440 -18.87084
H 10.90441 -10.42501 -18.19907
H 12.62168 -9.93670 -18.00213
H 11.67846 -11.97738 -19.70984
H 13.33030 -11.45161 -20.04928
H 12.09880 -11.36625 -21.32706
C -0.46564 3.08510 -12.04435
O 0.46815 2.09955 -11.67820
C -0.05579 1.19931 -10.71617
C 0.99695 0.17274 -10.38226
N 1.22959 -0.73682 -11.50104
C 2.40817 -1.55042 -11.29604
C 2.62526 -2.48827 -12.46128
O 2.86627 -1.71935 -13.63007
C 3.12350 -2.55585 -14.74607
H -0.10478 3.61188 -12.92381
H -0.66457 3.76522 -11.20839
H -1.43795 2.65010 -12.31868
H -0.93474 0.70118 -11.14176
H -0.34161 1.72491 -9.79682
H 0.63610 -0.37764 -9.50685
H 1.92209 0.67688 -10.05817
H 1.37570 -0.13484 -12.30766
H 2.23763 -2.19384 -10.42289
H 3.35133 -1.03115 -11.04949
H 1.78432 -3.18286 -12.54569
H 3.50701 -3.10885 -12.24639
H 3.49751 -1.91792 -15.55368
H 2.20854 -3.03479 -15.09514
H 3.94892 -3.22800 -14.48863
C 3.94872 -6.09036 -14.10888
O 2.68607 -5.80813 -13.58191
C 2.55877 -6.09846 -12.19848
C 1.09720 -5.96798 -11.82638
N 0.37812 -7.21409 -12.04613
C -1.05071 -7.08387 -11.83853
C -1.78797 -8.29776 -12.33031
O -1.71718 -8.32679 -13.74102
C -2.41072 -9.42688 -14.28937
H 4.77621 -5.63214 -13.54589
H 4.03731 -5.64463 -15.10229
H 4.13104 -7.16786 -14.18583
H 3.16632 -5.36738 -11.65137
H 2.87804 -7.12077 -11.96107
H 0.66348 -5.17682 -12.45520
H 1.02186 -5.70525 -10.76856
H 0.57422 -7.59421 -12.96402
H -1.49325 -6.19892 -12.32646
H -1.21888 -6.92720 -10.76786
H -2.83152 -8.25775 -11.98269
H -1.37819 -9.23479 -11.92915
H -3.49285 -9.25606 -14.24604
H -2.17402 -10.35968 -13.76937
H -2.12229 -9.49774 -15.33640
C 10.99453 -0.80117 -12.49776
O 9.73726 -0.14311 -12.38574
C 9.81140 0.87802 -11.37472
C 8.46456 1.58401 -11.19144
N 7.35028 0.61734 -11.12282
C 6.01385 1.25605 -11.30698
C 5.64589 1.60907 -12.73838
O 5.87567 0.44229 -13.53527
C 5.27907 0.47134 -14.83530
H 11.32123 -1.19795 -11.53420
H 11.76508 -0.12392 -12.87315
H 10.92664 -1.64009 -13.18800
H 10.56829 1.61957 -11.63196
H 10.05471 0.39921 -10.42319
H 8.25974 2.36753 -11.92188
H 8.56732 2.10794 -10.23279
H 7.26719 0.21762 -10.19479
H 5.94274 2.15807 -10.68883
H 5.25627 0.55474 -10.95729
H 6.23309 2.42787 -13.16790
H 4.58894 1.88058 -12.72696
H 5.55024 1.41272 -15.32044
H 4.19669 0.35909 -14.77865
H 5.67855 -0.36430 -15.40339
*
```

Orbital gap (alpha / beta) = 0.265 / 0.250 hartree
Expectation value of S² = 8.75
HOMO energy (alpha / beta) = -9.8 / -9.8 eV
LUMO level (alpha / beta) = -2.62 / -3.03 eV


[2]
DFT (ωB97M-V with the def2-TZVPD basis set) results for a 6-piece molecular cluster, C36H81N3O6 overall.

The geometry in ORCA input format:
```
! wB97M-V def2-TZVPD RIJCOSX def2/J DEFGRID3
* xyz 0 1
C -8.20871 0.94850 3.34601
C -7.49124 2.30685 3.07663
C -8.63022 3.37849 2.81100
C -6.80543 2.62087 4.36059
C -5.65716 3.57685 4.13512
C -4.50667 3.00322 3.23539
C -5.09966 2.64754 1.84201
C -5.26798 3.91163 0.93159
C -4.15633 1.49131 1.30665
N -6.52047 2.09630 1.95211
O -7.12714 1.79967 0.67792
H -7.50793 0.15773 3.61376
H -8.85395 0.98253 4.22385
H -8.76759 0.54624 2.50106
H -9.23487 3.54512 3.70248
H -8.17951 4.32719 2.51955
H -9.16598 2.97158 1.95339
H -7.49781 3.25059 4.91930
H -6.63035 1.80772 5.06502
H -6.05847 4.44799 3.61727
H -5.16767 3.80559 5.08179
H -4.12362 2.07975 3.66964
H -3.68583 3.71561 3.15281
H -4.48645 4.63322 1.16957
H -6.20290 4.32323 1.31185
H -5.26321 3.72372 -0.14208
H -3.13008 1.47397 1.67353
H -4.13241 1.52409 0.21740
H -4.53472 0.50783 1.58536
H -7.38857 2.70044 0.47325
C 4.42560 2.34489 3.89124
C 3.57166 1.44510 2.96667
C 3.77594 1.80797 1.53371
C 4.07840 -0.04994 3.18311
C 3.44173 -0.68820 4.46093
C 1.92667 -0.62702 4.32895
C 1.27471 0.82724 4.34763
C -0.21304 0.70304 4.04119
C 1.35608 1.48451 5.75330
N 2.05923 1.51953 3.25311
O 1.64233 2.71677 2.89652
H 4.57448 1.97030 4.90396
H 5.40605 2.44460 3.42556
H 3.93921 3.29425 4.11543
H 3.72431 0.99875 0.80528
H 3.07749 2.45366 1.00140
H 4.72631 2.30314 1.33443
H 3.85432 -0.62536 2.28491
H 5.16149 0.06795 3.21627
H 3.67165 -1.74291 4.61203
H 3.86250 -0.17723 5.32693
H 1.65359 -1.15382 5.24328
H 1.63526 -1.02292 3.35611
H -0.59828 1.70553 3.85492
H -0.90053 0.32678 4.79874
H -0.36928 0.22801 3.07267
H 0.78934 0.94302 6.51071
H 0.95278 2.48917 5.62639
H 2.38697 1.64127 6.07075
H 1.06570 2.48877 2.16363
C -0.94188 0.09165 -6.24784
C 0.12883 -0.69919 -5.42111
C -0.43557 -2.03383 -4.92601
C 1.27320 -0.95776 -6.35320
C 2.23109 0.19432 -6.58391
C 2.66332 0.82275 -5.20201
C 1.45433 1.32563 -4.40908
C 1.93876 1.56132 -2.90330
C 0.79470 2.62437 -5.04137
N 0.50482 0.17070 -4.23201
O -0.67191 0.37817 -3.52309
H -0.39071 0.44192 -7.12056
H -1.71587 -0.52216 -6.70856
H -1.46832 0.86918 -5.69428
H 0.16469 -2.36845 -4.07996
H -1.44679 -1.90506 -4.54005
H -0.50057 -2.82980 -5.66783
H 1.93545 -1.78288 -6.09107
H 0.90547 -1.17547 -7.35594
H 3.19206 -0.10433 -7.00276
H 1.74373 0.96651 -7.17916
H 3.36081 1.63688 -5.39899
H 3.24273 0.05233 -4.69327
H 2.77049 2.26141 -2.98196
H 2.18830 0.55453 -2.56832
H 1.14648 1.93989 -2.25748
H 0.16699 2.27138 -5.85960
H 1.47645 3.25253 -5.61473
H 0.18722 3.24302 -4.38082
H -0.72126 -0.28769 -2.83331
C 1.45842 -7.95117 -0.27026
C 2.27243 -6.78600 -0.92151
C 3.24076 -7.23331 -2.06778
O 1.33764 -5.94340 -1.59131
H 2.09750 -8.65139 0.26767
H 0.95243 -8.66789 -0.91708
H 0.81876 -7.53410 0.50755
H 2.84950 -6.26267 -0.15914
H 3.87528 -8.10897 -1.93106
H 3.86365 -6.43329 -2.46787
H 2.81318 -7.51002 -3.03147
H 0.54407 -5.78802 -1.07389
C 0.33048 -2.24874 -0.83541
C -0.57098 -1.16066 -0.18383
C 0.18550 0.13909 0.08584
O -1.61201 -0.89149 -1.05195
H 0.68332 -1.89090 -1.80265
H -0.14214 -3.22454 -0.94736
H 1.23824 -2.28803 -0.23331
H -1.05319 -1.42340 0.75773
H 1.16598 -0.07864 0.50934
H -0.36277 0.61119 0.90108
H 0.38412 0.77937 -0.77363
H -2.12595 -0.15750 -0.70737
C 6.50888 -2.23154 -1.53824
C 5.24708 -1.67797 -2.16871
C 4.12516 -1.48775 -1.15477
O 5.45410 -0.52479 -2.87439
H 7.31866 -2.28734 -2.26574
H 6.41646 -3.22933 -1.10931
H 6.81905 -1.59707 -0.70796
H 4.75977 -2.51089 -2.67554
H 3.96043 -2.33192 -0.48518
H 3.15399 -1.27585 -1.60201
H 4.25652 -0.63718 -0.48592
H 6.08888 0.08199 -2.48649
*
```

Orbital gap = 0.304 hartree
HOMO energy = -7.8 eV
LUMO level = 0.50 eV


[3]
DFT (ωB97M-V with the def2-TZVPD basis set) results for a 6-piece molecular cluster, C36H83ClN3O19P3S overall.

The geometry in ORCA input format:
```
! wB97M-V def2-TZVPD RIJCOSX def2/J DEFGRID3
* xyz 0 1
C 1.71333 3.79238 5.49712
C 0.68730 4.57721 4.69816
O -0.34100 3.67187 4.27336
C -0.93217 3.93411 3.09564
O -0.86018 4.99771 2.55689
C -1.66539 2.72559 2.58035
C -1.83845 2.77892 1.06206
C -2.00571 1.37746 0.48680
N -1.82458 1.33991 -0.96678
C -2.99072 1.92153 -1.64479
P -2.76080 3.45643 -2.51487
O -4.02840 4.21468 -2.57108
O -2.22142 2.99261 -3.95723
O -1.58897 4.27186 -1.81119
C -1.55958 -0.00444 -1.52560
P -2.76373 -1.25432 -0.86306
O -2.82709 -2.57715 -1.52422
C -0.03503 -0.49782 -1.54240
C 0.15976 -1.87336 -0.86726
C 0.14069 -1.85855 0.66356
C 1.07038 -2.87043 1.33600
C 0.72089 -4.32973 1.02023
S -0.83504 -4.76240 1.78540
O -1.84883 -4.74753 0.76633
O -1.00659 -3.98720 2.97759
O -0.63028 -6.27797 2.22767
O 0.81432 0.51715 -0.97087
C 2.20773 0.33824 -1.15118
C 2.83919 1.32960 -2.13247
C 2.48007 2.78352 -1.80868
C 1.70358 3.49492 -2.89800
Cl 4.02511 3.71688 -1.53498
N 2.95347 0.54312 0.13264
C 2.29587 0.78981 1.35029
C 2.63461 -0.06035 2.53033
O 1.54982 1.73063 1.42008
C 4.12424 -0.30056 0.20762
C 5.39007 0.41189 0.56956
O 4.07114 -1.47900 -0.03011
P 0.21945 -0.75187 -3.36592
N -0.91398 -1.59220 -3.99671
O 1.72132 -1.28857 -3.45495
O 0.34687 0.72223 -3.95274
H 2.52303 3.41891 4.87243
H 2.15719 4.41946 6.27187
H 1.23344 2.95264 6.00325
H 1.12803 5.03955 3.81590
H 0.24081 5.36581 5.30697
H -1.04829 1.87024 2.85336
H -2.62255 2.63753 3.10116
H -0.95931 3.22754 0.60329
H -2.68276 3.42626 0.80736
H -2.99989 0.99317 0.76316
H -1.25579 0.73862 0.95036
H -3.42782 1.25901 -2.39765
H -3.80686 2.17155 -0.95877
H -1.61945 3.61520 -4.38527
H -1.48937 5.14458 -2.21942
H -1.86910 0.06498 -2.57170
H -2.52879 -1.30562 0.51206
H -3.94929 -0.50437 -0.95219
H 1.13170 -2.27832 -1.17295
H -0.58332 -2.55906 -1.28301
H -0.85322 -2.10009 1.04274
H 0.39872 -0.86371 1.02442
H 2.11061 -2.70020 1.06197
H 0.96384 -2.75110 2.41468
H 0.61239 -4.56387 -0.04017
H 1.50043 -4.98457 1.41879
H 0.23671 -6.61763 1.97223
H 2.41538 -0.67430 -1.49008
H 3.91509 1.22410 -1.97895
H 2.65556 1.06403 -3.17058
H 1.97137 2.84176 -0.84651
H 0.65731 3.20433 -2.81347
H 2.04751 3.18363 -3.88634
H 1.78056 4.57505 -2.79550
H 2.98221 -1.05592 2.28433
H 3.43253 0.44406 3.08123
H 1.76397 -0.07333 3.18447
H 6.13613 0.21321 -0.20142
H 5.23789 1.48000 0.69613
H 5.76802 -0.01669 1.50299
H -0.64808 -2.48680 -4.38540
H 1.85579 -1.74606 -4.29814
H -0.38257 1.30961 -3.70226
C 6.01907 5.71006 5.00943
C 5.68831 4.46821 5.82230
C 5.04684 4.81893 7.15558
O 6.85123 3.66378 6.01489
H 6.73625 6.33351 5.55037
H 6.46690 5.43437 4.05486
H 5.12716 6.30742 4.81592
H 5.00569 3.83468 5.25162
H 5.72837 5.41133 7.77211
H 4.80717 3.91225 7.71145
H 4.13102 5.39294 7.01380
H 7.48835 4.18303 6.51750
C 5.37642 -1.30700 6.62529
C 4.06892 -1.59935 5.90789
C 3.44350 -2.90540 6.36924
O 4.26682 -1.60969 4.49156
H 6.10321 -2.09782 6.42039
H 5.80296 -0.36513 6.28021
H 5.23036 -1.25021 7.70462
H 3.36781 -0.78040 6.08225
H 4.11798 -3.74001 6.15735
H 2.50522 -3.09008 5.84573
H 3.24573 -2.89218 7.44141
H 4.88557 -2.32026 4.28805
C -6.98383 2.84344 -4.81880
C -7.22763 1.91892 -3.63652
C -8.45594 2.33088 -2.83984
O -6.07627 1.87502 -2.79789
H -6.80545 3.86282 -4.46695
H -6.10309 2.52295 -5.37487
H -7.84027 2.85471 -5.49490
H -7.35344 0.89577 -3.99507
H -8.32138 3.33893 -2.43821
H -8.61350 1.65220 -2.00135
H -9.35122 2.32828 -3.46313
H -5.91334 2.76586 -2.45753
C -4.45094 -2.84573 -5.20734
C -3.78465 -2.77150 -6.56898
C -2.84822 -3.94577 -6.80611
O -3.06620 -1.54466 -6.71306
H -3.70344 -2.82166 -4.41516
H -5.11827 -1.99331 -5.06723
H -5.03334 -3.76365 -5.10163
H -4.55253 -2.75202 -7.34531
H -2.04186 -3.92616 -6.07135
H -2.39900 -3.87847 -7.79792
H -3.37257 -4.89980 -6.72764
H -2.37589 -1.54432 -6.03541
C -1.84108 -5.44696 -3.62996
C -1.33857 -6.70519 -2.94503
C -2.45424 -7.69542 -2.66096
O -0.63592 -6.36356 -1.74168
H -2.55580 -4.92613 -2.98866
H -1.01929 -4.75816 -3.81187
H -2.32810 -5.67429 -4.57666
H -0.58281 -7.17973 -3.57496
H -3.19299 -7.24525 -1.99258
H -2.06093 -8.58930 -2.17602
H -2.96009 -7.99110 -3.58093
H -1.26986 -5.96063 -1.13021
*
```

Orbital gap = 0.333 hartree
HOMO energy = -8.9 eV
LUMO level = 0.13 eV


Calculated E_tot (Ha), listed in the same order as above: -4496.95743, -2035.66030, -4897.92863